ORCA calculation (ωB97M-V/def2-TZVPD) on C30H24N2PPdS2 as an isolated structure.

2S+1: 3
HOMO-LUMO gap (alpha / beta): 6.87 / 7.50 eV
Strongest force on any atom: 0.59 eV Å⁻¹
HOMO (alpha / beta): -9.20 / -11.55 eV
Energy relative to the best compared isomer or geometry (same formula, charge and spin): 0.0 kcal per mole
LUMO (alpha / beta): -2.34 / -4.05 eV
Total charge: +1
⟨S²⟩: 2.0316

Cartesian coordinates (Å):
Pd1 0.0243 -0.7850 -1.3548
C1 2.7926 -1.3206 -3.3240
C2 2.3188 0.0760 -3.0985
N1 1.0643 0.4072 -2.9006
C3 0.9203 1.7816 -2.7413
C4 2.0876 2.4640 -2.7875
S1 3.3923 1.3974 -3.0691
C5 -1.5788 1.6328 -2.1424
C6 -2.6220 1.2868 -2.9583
S2 -4.0773 0.5436 -2.4092
C7 -3.5979 0.1185 -0.7745
N2 -2.5246 0.4946 -0.1911
C8 -4.5871 -0.7743 -0.0941
H1 1.9717 -2.0188 -3.1665
H2 3.6025 -1.5756 -2.6421
H3 3.1544 -1.4372 -4.3462
H4 2.2327 3.5274 -2.6977
H5 -2.6042 1.5108 -4.0158
H6 -5.5826 -0.3268 -0.1185
H7 -4.2923 -0.9473 0.9369
H8 -4.6458 -1.7320 -0.6145
C9 -2.2744 -2.9147 4.4301
C10 -2.7799 -1.7318 3.9064
C11 -2.1543 -1.1273 2.8293
C12 -1.0151 -1.7046 2.2655
C13 -0.5012 -2.8805 2.8062
C14 -1.1339 -3.4832 3.8833
P1 -0.2578 -0.8583 0.8574
C15 1.4445 -1.4736 0.6541
C16 1.5664 -2.7709 0.1392
C17 2.8165 -3.2959 -0.1686
C18 3.9521 -2.5236 0.0078
C19 3.8407 -1.2208 0.4845
C20 2.6013 -0.6964 0.8044
C21 -0.1448 0.9114 1.2323
C22 0.5508 1.3800 2.3301
C23 0.8989 2.7252 2.4101
C24 0.6055 3.5601 1.3535
C25 -0.0944 3.1147 0.2244
C26 -0.3309 4.0870 -0.8487
C27 -0.4665 3.8200 -2.1456
C28 -0.4484 2.4327 -2.7492
C29 -1.5652 1.3170 -0.7721
C30 -0.5570 1.7900 0.1956
H9 -2.7632 -3.3857 5.2724
H10 -3.6578 -1.2755 4.3444
H11 -2.5299 -0.1935 2.4288
H12 0.4002 -3.3242 2.4051
H13 -0.7274 -4.3939 4.3022
H14 0.6822 -3.3864 0.0095
H15 2.8973 -4.3067 -0.5459
H16 4.9258 -2.9320 -0.2294
H17 4.7269 -0.6138 0.6159
H18 2.5282 0.3176 1.1735
H19 0.8440 0.6925 3.1154
H20 1.4222 3.1070 3.2759
H21 0.9107 4.5988 1.3930
H22 -0.3413 5.1276 -0.5429
H23 -0.6257 4.6450 -2.8293
H24 -0.6943 2.5435 -3.8088

Atom charges from the Löwdin analysis, given in e for atoms 1 to 2: 0.6159, -0.0685

***

ORCA calculation (ωB97M-V/def2-TZVPD) on a 2-piece molecular cluster, C6H7N overall at a distorted geometry.

HOMO-LUMO gap: 10.50 eV
Strongest force on any atom: 3.45 eV Å⁻¹
HOMO: -10.07 eV
Energy relative to the best compared isomer or geometry (same formula, charge and spin): 94.5 kcal per mole
LUMO: 0.43 eV
Structure (SMILES): C/C=C/C#N.C#C

Cartesian coordinates (Å):
C1 -0.1124 -1.6452 0.4128
C2 -0.7141 -0.3018 0.5394
C3 -1.8055 0.0951 -0.1441
C4 -2.3482 1.3984 0.0193
N1 -2.6758 2.4989 0.1571
H1 -0.2915 -2.1779 -0.6143
H2 1.0109 -1.4401 0.2790
H3 -0.2966 -2.3370 1.3287
H4 -0.2005 0.5097 1.1002
H5 -2.5205 -0.5945 -0.5550
C5 1.5079 2.5079 -1.1113
C6 0.7752 2.7202 -0.1738
H6 2.3998 2.1676 -1.6257
H7 -0.0174 2.6615 0.4476

Atom charges from the Löwdin analysis, given in e for atoms 1 to 2: -0.1182, -0.1721

***

ORCA calculation (ωB97M-V/def2-TZVPD) on a 2-piece molecular cluster, H2N4O2 overall at a distorted geometry.

HOMO-LUMO gap: 11.50 eV
Strongest force on any atom: 3.04 eV Å⁻¹
HOMO: -10.98 eV
Energy relative to the best compared isomer or geometry (same formula, charge and spin): 3.1 kcal per mole
LUMO: 0.51 eV
Structure (SMILES): O/N=N\O.N#N

Cartesian coordinates (Å):
O1 1.3191 -1.2333 0.8440
N1 0.6911 -1.1351 -0.3540
N2 0.5903 -0.0832 -0.9138
O2 1.1862 1.0325 -0.2860
H1 1.6712 -0.4130 1.2420
H2 1.1209 1.8438 -0.8791
N3 -2.9581 0.0828 -0.2603
N4 -3.6208 -0.0945 0.6072

Atom charges from the Löwdin analysis, given in e for atoms 1 to 2: -0.0238, -0.0729

***

ORCA calculation (ωB97M-V/def2-TZVPD) on one molecule with the formula C7H5BrF3N3 at a distorted geometry.

HOMO-LUMO gap (alpha / beta): 6.68 / 6.65 eV
Strongest force on any atom: 4.27 eV Å⁻¹
HOMO (alpha / beta): -7.82 / -7.81 eV
Energy relative to the best compared isomer or geometry (same formula, charge and spin): 54.9 kcal per mole
LUMO (alpha / beta): -1.14 / -1.16 eV

Cartesian coordinates (Å):
C1 2.1748 0.2342 0.2202
C2 1.5809 0.6971 -0.9702
C3 1.6440 -0.8030 0.8508
C4 0.4708 0.1119 -1.5147
C5 0.4356 -1.5030 0.2507
C6 -1.8719 -0.1522 0.2394
C7 -1.7519 1.3000 0.3361
N1 -0.4032 -1.5263 1.4522
N2 -1.4449 -0.8657 1.3070
N3 -0.1117 -0.9564 -0.9705
F1 -0.5215 1.7554 0.7463
F2 -1.9123 1.9508 -0.8751
F3 -2.5827 1.8427 1.2304
Br1 -3.3173 -0.8798 -0.6968
H1 3.0365 0.8024 0.6915
H2 2.1232 1.4222 -1.5745
H3 1.7752 -1.3864 1.7834
H4 0.0710 0.5685 -2.3840
H5 0.6053 -2.6124 -0.1221

Atom charges from the Löwdin analysis, given in e for atoms 1 to 2: -0.1099, -0.0948

***

ORCA calculation (ωB97M-V/def2-TZVPD) on one molecule with the formula C4H4N2S at a distorted geometry.

HOMO-LUMO gap: 8.94 eV
Strongest force on any atom: 3.70 eV Å⁻¹
HOMO: -8.70 eV
Energy relative to the best compared isomer or geometry (same formula, charge and spin): 94.4 kcal per mole
LUMO: 0.24 eV

Cartesian coordinates (Å):
C1 -1.3780 -0.0571 0.0655
C2 -1.3137 1.0249 -0.6776
C3 -0.1020 -1.5976 1.3395
C4 1.0223 0.1893 -0.3748
N1 -0.1418 -0.5574 0.4655
N2 2.1642 -0.2092 -0.1245
S1 0.3225 1.5072 -1.2567
H1 -2.3094 -0.2903 0.6565
H2 -2.3082 1.5908 -0.9954
H3 1.0265 -1.9360 1.4256
H4 3.0173 0.3355 -0.5236

Atom charges from the Löwdin analysis, given in e for atoms 1 to 2: -0.2576, -0.3994

***

ORCA calculation (ωB97M-V/def2-TZVPD) on C47H44Br2CdIN7O2S4 as an isolated structure at a distorted geometry.

HOMO-LUMO gap: 5.70 eV
Strongest force on any atom: 4.20 eV Å⁻¹
HOMO: -6.09 eV
Energy relative to the best compared isomer or geometry (same formula, charge and spin): 44.9 kcal per mole
LUMO: -0.39 eV

Cartesian coordinates (Å):
Cd1 -1.1979 2.1734 -1.0006
Br1 4.3324 -1.1328 -6.4676
C1 4.7165 0.2677 -5.0476
Br2 3.9511 1.9911 -5.5577
H1 5.7753 0.2747 -5.1253
H2 4.2246 -0.0636 -4.0949
C2 7.2915 -4.7012 -1.6577
C3 6.0902 -3.9492 -1.2694
C4 4.9207 -4.0690 -2.0603
C5 3.7763 -3.3377 -1.7677
C6 3.7556 -2.5043 -0.6317
C7 4.8940 -2.5033 0.2660
C8 5.9888 -3.2049 -0.0355
S1 2.3140 -1.5553 -0.2101
O1 1.4190 -1.5496 -1.4108
C9 1.6476 -2.4891 1.3167
C10 2.4222 -2.2509 2.4427
C11 2.1376 -2.8627 3.6901
C12 1.2102 -3.8590 3.7289
C13 1.1377 -4.7673 4.8776
C14 0.3249 -5.8605 4.7850
C15 -0.2383 -6.2647 3.5572
C16 -0.1672 -5.4591 2.4779
C17 0.5298 -4.1993 2.5106
C18 0.5383 -3.3579 1.3704
C19 -0.3374 -3.5860 0.2305
C20 0.0613 -4.6537 -0.6562
C21 1.1103 -5.5683 -0.4151
C22 1.1663 -6.8065 -1.0242
C23 0.3470 -7.0374 -2.1679
C24 -0.5185 -6.0666 -2.6090
C25 -0.7481 -4.9084 -1.8418
C26 -1.8646 -3.9968 -2.0646
C27 -2.1648 -2.9515 -1.1796
C28 -1.3448 -2.7615 -0.1049
S2 -1.6713 -1.2658 0.8904
O2 -2.0372 -0.2180 -0.1570
C29 -3.2733 -1.6744 1.6947
C30 -4.0940 -0.6762 2.1137
C31 -5.2931 -0.9070 2.7500
C32 -5.7168 -2.2133 3.0402
C33 -7.1324 -2.4917 3.4973
C34 -4.8015 -3.2284 2.6343
C35 -3.5227 -2.9657 2.1119
H3 7.1002 -5.7192 -1.2861
H4 8.2215 -4.4583 -1.1277
H5 7.4142 -4.5969 -2.7532
H6 5.0258 -4.6682 -2.9190
H7 2.8855 -3.4105 -2.3720
H8 4.8041 -2.0297 1.2523
H9 6.8673 -3.4059 0.5836
H10 3.1717 -1.4442 2.2419
H11 2.6676 -2.4883 4.5743
H12 1.9241 -4.6588 5.7050
H13 0.2307 -6.6353 5.6220
H14 -0.8289 -7.2115 3.4503
H15 -0.6814 -5.6843 1.5339
H16 1.8623 -5.3953 0.3298
H17 1.9262 -7.5342 -0.6715
H18 0.3402 -7.9704 -2.7128
H19 -1.0975 -6.1843 -3.5363
H20 -2.6319 -4.1353 -2.8319
H21 -3.0268 -2.2714 -1.3679
H22 -3.8662 0.3758 1.8735
H23 -5.9383 -0.0764 2.8588
H24 -7.2271 -2.8312 4.5410
H25 -7.6034 -3.2259 2.8155
H26 -7.6534 -1.5204 3.3990
H27 -5.0961 -4.2640 2.7183
H28 -2.8802 -3.8154 1.9482
S3 0.7003 1.1357 -2.2733
C36 1.8477 1.6477 -1.0939
C37 3.1719 1.4848 -1.5378
N1 4.2763 1.1748 -1.7158
C38 1.6557 1.8633 0.3113
S4 0.2039 2.3738 1.0839
C39 2.7634 1.4965 1.0730
N2 3.7002 1.1351 1.6786
I1 -6.4323 3.6626 -3.7791
C40 -4.6241 4.0418 -2.9254
C41 -3.7481 5.1272 -2.8014
N3 -2.5901 4.8340 -2.2129
N4 -2.6974 3.5721 -1.7333
C42 -3.9037 3.0256 -2.1827
H29 -3.9486 6.1387 -3.1550
H30 -0.5688 6.0997 -0.2532
H31 -4.3680 2.1534 -1.7854
C43 -2.3285 10.0249 0.5047
N5 -1.4514 8.9903 0.9523
C44 -1.1246 8.9244 2.3496
C45 -0.9958 8.0385 0.0613
N6 -0.8166 6.7307 0.4945
N7 -0.5340 8.4037 -1.1225
C46 -0.0192 9.7504 -1.4950
C47 -0.4398 7.2783 -2.1304
H32 -2.5345 9.8044 -0.5407
H33 -1.9903 11.0658 0.6187
H34 -3.1965 9.9681 1.1282
H35 -0.5146 9.7654 2.6938
H36 -0.6210 8.0130 2.5992
H37 -2.1140 8.9598 2.7987
H38 -1.6731 6.4568 1.0090
H39 0.8213 10.0219 -0.8577
H40 -0.8330 10.4361 -1.3220
H41 0.1858 9.8067 -2.5559
H42 -0.1529 7.6436 -3.1296
H43 -1.4119 6.7397 -2.1171
H44 0.4366 6.6820 -1.9346

Atom charges from the Löwdin analysis, given in e for atoms 1 to 2: 1.0650, 0.4382